ORCA calculation (ωB97M-V/def2-TZVPD) on 6 unconnected molecules or ions with the total composition C80H180NO3P5 at a distorted geometry.

The value obtained for the max |F| is 6.7 eV/Å. As for the LUMO energy: -6.6 eV. The molar mass comes out at 1359.19 g/mol. The value obtained for the HOMO-LUMO gap is 8.6 eV. As for the energy above the lowest of the compared OMol25 structures with the same formula, charge and spin: 71.5 kJ/mol. The total charge is +4. As for the spin multiplicity: 1. The total energy is -5142.06614 Eh.

CARTESIAN COORDINATES (ANGSTROEM)
C1 -0.27 -8.72 -4.22
C2 -1.52 -7.85 -4.41
C3 -1.59 -6.72 -3.41
C4 -0.61 -5.62 -3.71
P1 -0.51 -4.31 -2.31
C5 0.68 -4.94 -1.10
C6 1.82 -5.84 -1.78
C7 3.10 -5.92 -0.97
C8 2.84 -6.72 0.28
C9 -2.09 -4.11 -1.62
C10 -2.18 -3.09 -0.44
C11 -1.70 -3.66 0.95
C12 -2.32 -4.87 1.56
C13 0.20 -2.77 -3.01
C14 1.68 -2.97 -3.44
C15 2.19 -1.73 -4.18
C16 3.24 -2.16 -5.20
H1 0.70 -8.22 -4.24
H2 -0.20 -9.50 -4.98
H3 -0.34 -9.18 -3.23
H4 -2.33 -8.58 -4.28
H5 -1.62 -7.47 -5.42
H6 -1.43 -7.22 -2.46
H7 -2.60 -6.31 -3.32
H8 -0.82 -5.03 -4.60
H9 0.43 -5.93 -3.76
H10 0.17 -5.48 -0.30
H11 1.10 -4.03 -0.66
H12 2.22 -5.49 -2.73
H13 1.38 -6.81 -2.02
H14 3.36 -4.94 -0.56
H15 3.97 -6.32 -1.49
H16 3.68 -6.53 0.95
H17 2.80 -7.76 -0.02
H18 1.90 -6.52 0.79
H19 -2.42 -5.11 -1.33
H20 -2.68 -3.92 -2.52
H21 -3.18 -2.68 -0.30
H22 -1.61 -2.21 -0.71
H23 -1.94 -2.85 1.64
H24 -0.63 -3.81 0.97
H25 -1.94 -5.06 2.56
H26 -2.25 -5.80 0.99
H27 -3.39 -4.73 1.69
H28 0.22 -2.15 -2.11
H29 -0.49 -2.29 -3.70
H30 1.67 -3.88 -4.04
H31 2.34 -3.16 -2.60
H32 2.54 -0.97 -3.48
H33 1.42 -1.20 -4.75
H34 2.84 -2.77 -6.01
H35 4.16 -2.67 -4.90
H36 3.58 -1.23 -5.67
C17 -0.64 3.74 1.43
C18 -2.02 3.32 1.95
C19 -1.99 2.84 3.39
C20 -0.96 1.66 3.60
P2 -1.42 0.62 5.08
C21 -0.23 -0.65 5.47
C22 -0.48 -1.34 6.82
C23 0.15 -2.63 6.95
C24 0.08 -3.28 8.36
C25 -1.62 1.70 6.54
C26 -0.39 2.71 6.71
C27 -0.22 3.30 8.12
C28 0.34 2.31 9.18
C29 -3.00 -0.18 4.81
C30 -3.06 -1.01 3.49
C31 -4.29 -1.88 3.36
C32 -4.33 -3.17 4.24
H37 -0.24 4.69 1.79
H38 -0.61 3.70 0.34
H39 0.16 3.03 1.64
H40 -2.58 2.55 1.42
H41 -2.70 4.16 1.80
H42 -2.94 2.44 3.74
H43 -1.63 3.63 4.05
H44 0.01 2.07 3.90
H45 -0.90 0.97 2.76
H46 0.77 -0.24 5.54
H47 -0.23 -1.28 4.58
H48 -1.55 -1.44 6.97
H49 -0.21 -0.66 7.63
H50 1.17 -2.54 6.57
H51 -0.42 -3.33 6.34
H52 0.67 -4.20 8.33
H53 -0.95 -3.52 8.63
H54 0.51 -2.56 9.06
H55 -1.79 0.99 7.35
H56 -2.50 2.34 6.50
H57 -0.46 3.36 5.84
H58 0.50 2.12 6.48
H59 -1.18 3.67 8.47
H60 0.44 4.16 8.10
H61 0.25 2.78 10.16
H62 1.32 1.91 8.91
H63 -0.33 1.46 9.26
H64 -3.79 0.54 5.02
H65 -3.11 -0.84 5.67
H66 -2.18 -1.64 3.39
H67 -3.10 -0.26 2.69
H68 -4.56 -2.25 2.37
H69 -5.15 -1.34 3.76
H70 -3.52 -3.83 3.94
H71 -5.19 -3.73 3.87
H72 -4.41 -2.99 5.31
C33 1.57 -4.12 2.68
C34 2.73 -4.62 3.52
C35 3.74 -3.50 3.75
C36 4.71 -3.13 2.56
P3 5.96 -1.75 2.98
C37 4.88 -0.33 3.64
C38 4.82 -0.46 5.22
C39 3.84 0.58 5.87
C40 3.42 0.38 7.29
C41 7.27 -2.37 4.16
C42 8.36 -3.26 3.47
C43 9.34 -3.96 4.39
C44 10.33 -2.94 5.00
C45 6.68 -1.39 1.27
C46 5.69 -1.06 0.08
C47 5.06 0.35 0.15
C48 6.06 1.50 0.33
H73 1.83 -3.89 1.65
H74 1.08 -3.22 3.06
H75 0.84 -4.91 2.55
H76 3.20 -5.46 3.01
H77 2.37 -5.03 4.46
H78 4.27 -3.83 4.64
H79 3.16 -2.65 4.12
H80 4.05 -2.67 1.83
H81 5.21 -3.93 2.01
H82 3.90 -0.19 3.19
H83 5.46 0.55 3.37
H84 5.83 -0.33 5.63
H85 4.47 -1.47 5.45
H86 3.03 0.80 5.17
H87 4.39 1.51 5.95
H88 2.62 -0.36 7.33
H89 3.04 1.31 7.71
H90 4.27 0.03 7.88
H91 6.73 -2.78 5.01
H92 7.66 -1.40 4.48
H93 8.95 -2.65 2.78
H94 7.88 -3.95 2.79
H95 9.80 -4.80 3.86
H96 8.91 -4.54 5.21
H97 10.79 -2.32 4.23
H98 11.23 -3.33 5.48
H99 9.86 -2.22 5.66
H100 7.31 -2.21 0.94
H101 7.42 -0.59 1.43
H102 4.91 -1.81 0.01
H103 6.29 -1.12 -0.83
H104 4.28 0.46 0.90
H105 4.50 0.57 -0.76
H106 6.98 1.39 -0.25
H107 6.36 1.55 1.38
H108 5.65 2.48 0.10
C49 -2.47 4.70 -6.15
C50 -2.52 5.47 -4.82
C51 -1.25 6.23 -4.52
C52 -0.20 5.28 -3.94
P4 1.24 6.26 -3.37
C53 0.94 7.28 -1.82
C54 -0.08 6.83 -0.82
C55 -0.43 7.67 0.36
C56 0.82 7.94 1.27
C57 1.78 7.41 -4.75
C58 1.17 8.86 -4.78
C59 1.70 9.57 -6.02
C60 0.87 10.81 -6.41
C61 2.48 4.96 -3.00
C62 1.92 3.98 -2.03
C63 2.97 2.75 -1.78
C64 3.21 1.97 -3.08
H109 -2.10 5.23 -7.03
H110 -3.50 4.39 -6.31
H111 -1.76 3.90 -5.94
H112 -2.89 4.79 -4.06
H113 -3.42 6.08 -4.79
H114 -1.61 7.09 -3.96
H115 -0.87 6.68 -5.44
H116 0.12 4.67 -4.78
H117 -0.50 4.70 -3.06
H118 0.67 8.26 -2.22
H119 1.91 7.46 -1.36
H120 0.19 5.85 -0.41
H121 -1.02 6.71 -1.36
H122 -1.14 7.12 0.98
H123 -0.91 8.62 0.14
H124 1.62 8.45 0.74
H125 1.25 7.03 1.69
H126 0.55 8.58 2.11
H127 1.54 6.92 -5.70
H128 2.87 7.41 -4.84
H129 1.31 9.44 -3.87
H130 0.09 8.74 -4.81
H131 1.82 8.87 -6.85
H132 2.69 9.98 -5.84
H133 0.69 11.41 -5.51
H134 -0.13 10.51 -6.72
H135 1.38 11.42 -7.14
H136 3.29 5.45 -2.46
H137 2.78 4.55 -3.96
H138 1.01 3.48 -2.34
H139 1.77 4.51 -1.09
H140 2.70 2.06 -0.98
H141 3.96 3.07 -1.46
H142 3.75 1.05 -2.83
H143 3.87 2.61 -3.66
H144 2.33 1.82 -3.69
C65 -8.95 -3.33 -4.31
C66 -7.43 -3.32 -4.39
C67 -6.83 -2.82 -3.08
C68 -5.29 -2.51 -3.09
P5 -4.79 -0.93 -3.68
C69 -5.57 -0.38 -5.33
C70 -5.30 1.04 -5.79
C71 -6.33 1.41 -6.82
C72 -6.30 2.94 -6.96
C73 -3.08 -0.44 -3.42
C74 -2.71 1.05 -3.23
C75 -1.21 1.36 -3.23
C76 -0.47 1.04 -1.94
C77 -5.68 0.18 -2.47
C78 -5.16 0.01 -0.93
C79 -6.02 0.94 -0.06
C80 -5.50 1.02 1.37
H145 -9.39 -3.77 -3.41
H146 -9.39 -3.90 -5.12
H147 -9.33 -2.32 -4.46
H148 -7.01 -2.68 -5.17
H149 -7.02 -4.31 -4.60
H150 -7.14 -3.57 -2.35
H151 -7.42 -1.99 -2.68
H152 -4.81 -3.31 -3.65
H153 -4.86 -2.65 -2.10
H154 -6.62 -0.61 -5.12
H155 -5.18 -1.12 -6.03
H156 -4.26 1.21 -6.05
H157 -5.56 1.67 -4.93
H158 -7.33 1.12 -6.52
H159 -6.17 0.93 -7.79
H160 -6.33 3.48 -6.01
H161 -7.23 3.25 -7.44
H162 -5.39 3.30 -7.43
H163 -2.55 -0.85 -4.28
H164 -2.76 -1.03 -2.56
H165 -3.12 1.46 -2.30
H166 -3.19 1.78 -3.87
H167 -1.04 2.41 -3.47
H168 -0.66 0.82 -4.00
H169 -0.81 1.44 -0.98
H170 0.58 1.31 -2.03
H171 -0.34 -0.03 -1.83
H172 -6.74 -0.02 -2.65
H173 -5.70 1.24 -2.72
H174 -4.13 0.33 -0.81
H175 -5.13 -1.01 -0.56
H176 -7.07 0.64 -0.14
H177 -6.07 1.90 -0.56
H178 -6.32 1.19 2.07
H179 -4.80 1.80 1.67
H180 -5.11 0.03 1.63
N1 0.90 -0.89 1.06
O1 0.19 -0.97 2.04
O2 1.62 0.07 0.96
O3 0.83 -1.63 0.15

Here are the Mulliken charges for atoms 1 to 8, given in e: -1.210 -0.643 -0.655 -1.007 1.051 0.082 -1.171 0.242